1.
# C8H24BeNO7

A molecular structure, C8H24BeNO7 at a distorted geometry (wB97M-V/def2-TZVPD, OMol25).

The geometry in XYZ format:
```
41
Properties=species:S:1:pos:R:3
O -0.06106 -1.59650 0.19276
O 1.02750 -0.78109 1.78114
O -1.00411 -0.76024 -1.26639
O 2.09196 0.63522 0.20315
O -0.77896 2.21428 2.18179
O -1.19593 -3.35399 -0.02308
O -1.22518 -1.01233 2.05946
N 1.12822 -1.17153 -1.67640
C 1.86112 0.06845 -2.08827
C 1.49438 0.57524 -3.48710
C -0.06312 -1.16957 1.33828
C 1.88944 1.55214 1.29134
C -2.50505 -2.80257 0.06642
C -1.01192 0.55733 -0.72920
C -1.89596 1.63697 2.79153
C 1.78482 1.24102 -1.02577
Be 1.88052 -1.26706 0.18982
H -1.67981 1.31435 3.81000
H -1.35392 1.33489 -1.41226
H -0.91661 -0.57828 2.85819
H -2.77885 2.27457 2.83704
H 2.63314 1.92367 -1.07513
H 2.40746 0.94888 -3.95052
H 2.80770 2.13545 1.35945
H 0.19391 -0.83806 -1.48678
H -0.91941 -1.38849 -0.54547
H 1.86393 1.04911 2.25798
H -0.64913 -2.69893 0.41680
H -0.05963 0.78267 -0.24914
H 2.91439 -0.20739 -2.13973
H -2.70216 -2.40251 1.06101
H -3.13725 -3.67248 -0.11150
H 1.08853 -1.70967 -2.53017
H 1.03314 2.22570 1.32575
H -0.35321 2.82032 2.79256
H 1.25267 -0.23082 -4.17987
H 0.81190 1.71965 -0.91423
H 0.69576 1.31688 -3.47010
H -2.09193 0.80684 2.11287
H -2.71867 -1.99081 -0.62892
H -1.75866 0.49866 0.06266
```

Its total charge is +1. As for the HOMO energy: -12.38 eV. The value obtained for the gap between HOMO and LUMO is 7.33 eV. Its total energy is -24895.50204 eV. Its energy relative to the best compared isomer or geometry (same formula, charge and spin) is 0.0 kJ/mol.

Want to see where the charge sits? The Löwdin charges in e are: number 1, O, carries -0.03; number 2, O, carries 0.07; number 3, O, carries -0.08; number 4, O, carries -0.22; number 5, O, carries -0.13; number 6, O, carries -0.09; number 7, O, carries 0.15; number 8, N, carries 0.13; number 9, C, carries -0.32; number 10, C, carries -0.02; number 11, C, carries -0.61; number 12, C, carries -0.04; number 13, C, carries -0.12; number 14, C, carries -0.03; number 15, C, carries -0.14; number 16, C, carries -0.14; number 17, Be, carries 0.81; number 18, H, carries 0.10; number 19, H, carries 0.13; number 20, H, carries 0.12; number 21, H, carries 0.10; number 22, H, carries 0.15; number 23, H, carries 0.09; number 24, H, carries 0.11; number 25, H, carries -0.11; number 26, H, carries -0.12; number 27, H, carries 0.10; number 28, H, carries -0.07; number 29, H, carries 0.05; number 30, H, carries 0.13; number 31, H, carries 0.08; number 32, H, carries 0.10; number 33, H, carries 0.13; number 34, H, carries 0.09; number 35, H, carries 0.10; number 36, H, carries 0.09; number 37, H, carries 0.10; number 38, H, carries 0.09; number 39, H, carries 0.06; number 40, H, carries 0.09; number 41, H, carries 0.10

2.
# CH4BFMn

A molecular structure, CH4BFMn at a distorted geometry (wB97M-V/def2-TZVPD, OMol25).

The geometry in XYZ format:
```
8
Properties=species:S:1:pos:R:3
Mn -1.80666 -0.45928 1.79467
F -1.17186 1.25527 -0.25210
C 0.95827 0.02574 -0.26034
B -0.60126 0.07218 -0.21839
H -1.30311 -0.95783 -0.15118
H 1.30487 -1.00797 -0.11745
H 1.40692 0.70109 0.49118
H 1.21282 0.37080 -1.28639
```

Its total charge is +2. As for the HOMO energy (spin up / spin down): -21.45 / -21.45 eV. The value obtained for the gap between HOMO and LUMO (spin up / spin down) is 7.62 / 7.61 eV. As for the multiplicity: 6. Its total energy is -35793.81914 eV. The expectation value of S² is 8.754.

Want to see where the charge sits? The Löwdin charges in e are: number 1, Mn, carries 1.68; number 2, F, carries 0.23; number 3, C, carries 0.02; number 4, B, carries -0.39; number 5, H, carries 0.12; number 6, H, carries 0.09; number 7, H, carries 0.11; number 8, H, carries 0.13

3.
# C33H41FN3O3PS

A single C33H41FN3O3PS molecule at a distorted geometry (wB97M-V/def2-TZVPD, OMol25).

The geometry in XYZ format:
```
83
Properties=species:S:1:pos:R:3
S 0.62361 2.02009 -0.15007
P -0.48505 0.79792 3.47485
F 6.07607 0.27555 1.61569
O -0.39590 -0.45960 4.54030
O 0.96898 1.47709 3.74791
O -4.52474 3.61699 -0.71235
N -0.22038 -0.08030 1.95647
N -1.42824 3.85287 -1.61768
N 3.59523 -1.26912 -2.42552
C -0.54839 -3.03557 0.76572
C -4.28492 1.50362 -1.81330
C 5.93623 -1.54130 0.08015
C -1.20405 0.28465 0.97703
C -2.02535 -3.34552 0.48695
C -0.84735 4.35043 -3.87942
C -2.98920 -2.81900 1.56544
C -1.56906 2.58528 -1.99306
C 1.66580 0.80139 0.58773
C -5.80707 0.52061 0.98325
C 4.20865 -2.07033 2.47223
C -1.92690 1.59471 -0.92581
C -2.47606 -0.30763 1.03252
C 3.34317 -1.07507 1.76939
C -1.02013 3.03124 -4.27608
C 1.13748 -0.08413 1.51534
C -3.21090 1.05309 -0.85415
C -1.39204 2.11993 -3.29665
C 5.35416 -0.18807 0.49794
C 3.02518 0.05670 -2.63633
C 3.87769 -0.18194 0.82841
C -5.07115 2.67690 -1.22957
C 1.99413 -1.01499 2.08623
C 4.87560 -1.68512 3.57649
C -4.87095 -0.47465 0.24142
C -2.77807 -1.37015 2.07499
C 3.01944 0.75786 0.23619
C -3.47279 0.09087 0.13320
C -2.45328 -2.94727 -0.94768
C 3.90201 1.23146 -2.15715
C 3.54849 1.77591 -0.75577
C -1.07059 4.72385 -2.56413
C -0.95311 1.23080 -0.00801
H 1.48170 0.96802 4.38952
H -6.52965 0.98343 0.31046
H -0.20424 -2.18570 0.17615
H 5.15274 -2.25186 -0.16730
H 6.67317 -1.43710 -0.71357
H -5.29646 -0.67515 -0.73866
H -4.97407 0.70005 -2.06173
H -2.85275 -3.46538 2.43847
H 4.96461 1.00657 -2.26819
H 4.60349 -1.23885 -2.43560
H 6.46457 -1.94714 0.94238
H 3.26185 -1.69656 -1.57471
H -2.02602 -1.40549 2.85119
H -0.53341 5.09784 -4.59729
H -6.38581 0.02175 1.76031
H 0.09745 -3.87312 0.50113
H -3.85616 1.89324 -2.73627
H 2.88137 0.20354 -3.71039
H 4.26889 -3.08790 2.09639
H -1.53154 1.07282 -3.53071
H 5.55969 0.53755 -0.28239
H -0.94695 5.75662 -2.26371
H -5.24701 1.32541 1.45870
H -4.00478 -3.00146 1.21836
H -3.41666 -2.43707 -0.94892
H -6.17428 2.67786 -1.32087
H -0.21092 -1.29038 4.08604
H 1.59626 -1.70023 2.82451
H -2.11932 -4.43403 0.51700
H 4.45084 2.19649 -0.30314
H -4.88573 -1.38736 0.81800
H 3.71215 2.04789 -2.85957
H -3.70250 -1.06558 2.57453
H -1.73652 -2.27431 -1.41820
H 4.35841 -1.06475 4.30338
H -0.87197 2.72765 -5.30303
H 2.04060 0.13765 -2.17510
H 5.92379 -1.90597 3.74794
H -0.40515 -2.79285 1.81864
H -2.58561 -3.83989 -1.55898
H 2.87975 2.62364 -0.86782
```

As for the HOMO energy: -7.69 eV. The SMILES is C=Cc1cc2c(c(CCCN)c1[C@H](C)F)Sc1c(-c3ccccn3)c(CC=O)c(CC)c(CCC(C)C)c1N2P(O)O. The value obtained for the gap between HOMO and LUMO is 8.26 eV. Its total energy is -68340.46726 eV.

Want to see where the charge sits? The Löwdin charges in e are: number 1, S, carries 1.12; number 2, P, carries 0.90; number 3, F, carries -0.02; number 4, O, carries -0.28; number 5, O, carries -0.25; number 6, O, carries 0.07; number 7, N, carries -0.16; number 8, N, carries 0.13; number 9, N, carries 0.02; number 10, C, carries -0.06; number 11, C, carries -0.07; number 12, C, carries -0.03; number 13, C, carries -0.25; number 14, C, carries -0.39; number 15, C, carries -0.07; number 16, C, carries -0.16; number 17, C, carries -0.31; number 18, C, carries -0.37; number 19, C, carries -0.06; number 20, C, carries -0.14; number 21, C, carries -0.14; number 22, C, carries -0.10; number 23, C, carries -0.17; number 24, C, carries -0.06; number 25, C, carries -0.29; number 26, C, carries -0.11; number 27, C, carries -0.02; number 28, C, carries -0.30; number 29, C, carries -0.27; number 30, C, carries -0.08; number 31, C, carries -0.25; number 32, C, carries 0.01; number 33, C, carries 0.03; number 34, C, carries -0.18; number 35, C, carries -0.12; number 36, C, carries -0.17; number 37, C, carries -0.14; number 38, C, carries -0.05; number 39, C, carries -0.17; number 40, C, carries -0.17; number 41, C, carries -0.12; number 42, C, carries -0.35; number 43, H, carries 0.06; number 44, H, carries 0.06; number 45, H, carries 0.07; number 46, H, carries 0.07; number 47, H, carries 0.08; number 48, H, carries 0.10; number 49, H, carries 0.11; number 50, H, carries 0.11; number 51, H, carries 0.10; number 52, H, carries 0.05; number 53, H, carries 0.08; number 54, H, carries 0.05; number 55, H, carries 0.07; number 56, H, carries 0.10; number 57, H, carries 0.07; number 58, H, carries 0.08; number 59, H, carries 0.11; number 60, H, carries 0.10; number 61, H, carries 0.11; number 62, H, carries 0.12; number 63, H, carries 0.11; number 64, H, carries 0.11; number 65, H, carries 0.09; number 66, H, carries 0.10; number 67, H, carries 0.06; number 68, H, carries 0.12; number 69, H, carries 0.03; number 70, H, carries 0.11; number 71, H, carries 0.12; number 72, H, carries 0.12; number 73, H, carries 0.07; number 74, H, carries 0.10; number 75, H, carries 0.12; number 76, H, carries 0.07; number 77, H, carries 0.07; number 78, H, carries 0.11; number 79, H, carries 0.10; number 80, H, carries 0.07; number 81, H, carries 0.06; number 82, H, carries 0.07; number 83, H, carries 0.07

4.
# C4H6O2

A single C4H6O2 molecule (wB97M-V/def2-TZVPD, OMol25).

The geometry in XYZ format:
```
12
Properties=species:S:1:pos:R:3
O -0.51760 1.15137 0.88013
O 2.26102 0.70998 0.62016
C -0.84855 -1.17827 -0.04027
C -0.00010 0.06361 0.11436
C 1.45124 -0.16699 0.45089
C -0.28013 1.37536 -0.49179
H -1.45470 -1.13867 -0.94965
H 0.60890 1.96230 -0.73699
H -1.50069 -1.27358 0.83547
H 1.73405 -1.22762 0.56853
H -0.19840 -2.06326 -0.10658
H -1.17969 1.49141 -1.10121
```

As for the HOMO energy: -9.97 eV. The SMILES is C[C@@]1(C=O)CO1. The value obtained for the gap between HOMO and LUMO is 10.67 eV. Its total energy is -8338.45456 eV. Its energy relative to the best compared isomer or geometry (same formula, charge and spin) is 193.6 kJ/mol.

Want to see where the charge sits? The Löwdin charges in e are: number 1, O, carries 0.00; number 2, O, carries 0.08; number 3, C, carries 0.00; number 4, C, carries -0.45; number 5, C, carries -0.18; number 6, C, carries -0.08; number 7, H, carries 0.08; number 8, H, carries 0.12; number 9, H, carries 0.10; number 10, H, carries 0.12; number 11, H, carries 0.08; number 12, H, carries 0.13